The following is a DFT calculation (ωB97M-V with the def2-TZVPD basis set) of a cluster of 3 separate species, C14H33O8PS in total.

CARTESIAN COORDINATES (ANGSTROEM)
C  0.343  5.231  1.264
C  0.982  4.224  0.301
P  0.204  4.058  -1.373
C  -1.129  5.328  -1.429
C  1.412  4.903  -2.552
O  1.705  3.965  -3.634
S  2.826  2.967  -3.110
O  3.637  2.611  -4.212
O  2.270  1.966  -2.271
O  3.565  4.011  -2.158
C  2.843  5.252  -2.122
C  3.507  6.214  -3.117
H  -0.743  5.244  1.189
H  0.616  4.991  2.292
H  0.699  6.245  1.071
H  2.045  4.445  0.205
H  0.928  3.226  0.735
H  -1.454  5.362  -2.470
H  -1.971  5.004  -0.821
H  -0.819  6.333  -1.133
H  0.965  5.807  -2.961
H  2.918  5.728  -1.147
H  3.046  6.150  -4.102
H  3.430  7.244  -2.768
H  4.557  5.947  -3.222
C  1.608  -0.725  -1.459
O  1.212  -2.059  -1.175
C  0.771  -2.249  0.156
C  -0.738  -2.224  0.268
O  -1.276  -0.951  -0.050
C  -1.783  -0.858  -1.368
H  1.687  -0.625  -2.538
H  0.876  -0.005  -1.090
H  2.584  -0.505  -1.015
H  1.203  -1.491  0.818
H  1.129  -3.231  0.483
H  -1.016  -2.443  1.303
H  -1.177  -3.000  -0.369
H  -2.751  -1.365  -1.451
H  -1.091  -1.287  -2.096
H  -1.918  0.199  -1.591
C  -2.137  -7.833  4.170
O  -2.962  -6.686  4.242
C  -2.245  -5.464  4.254
C  -2.214  -4.804  2.892
O  -1.494  -5.579  1.947
C  -2.330  -6.337  1.090
H  -2.775  -8.677  3.914
H  -1.362  -7.726  3.407
H  -1.662  -8.032  5.137
H  -1.223  -5.623  4.613
H  -2.751  -4.795  4.957
H  -1.702  -3.842  2.984
H  -3.233  -4.614  2.540
H  -2.777  -5.700  0.319
H  -3.127  -6.837  1.645
H  -1.707  -7.088  0.607

Force components x, y, z for each atom (eV/Å):
0.21 0.08 -0.11
-0.07 0.16 0.29
-0.22 -0.21 -0.18
0.31 0.21 -0.04
0.33 -0.12 0.63
-0.12 0.13 -0.04
-0.02 -0.08 -0.04
0.13 0.05 -0.06
-0.03 -0.09 -0.01
-0.10 -0.11 0.22
0.20 1.06 -0.62
-0.16 -0.02 -0.10
-0.01 -0.05 0.10
-0.04 -0.01 0.02
-0.08 0.02 -0.06
0.01 -0.13 -0.05
-0.02 -0.04 -0.05
-0.11 -0.02 0.02
-0.02 0.03 -0.01
-0.07 -0.01 0.07
-0.14 -0.24 -0.38
-0.05 -0.62 0.29
0.06 -0.07 -0.02
-0.01 0.00 0.00
0.05 0.10 0.08
-0.04 -0.09 0.05
-0.05 0.03 -0.01
0.07 -0.12 -0.08
-0.06 0.10 0.09
0.02 0.00 -0.02
0.00 0.01 0.00
0.02 -0.04 0.00
0.03 0.04 -0.02
-0.01 0.02 0.02
0.00 0.01 -0.01
-0.02 0.01 0.04
0.01 -0.03 -0.01
0.02 0.00 -0.02
0.01 -0.02 -0.01
0.00 0.01 -0.01
-0.01 0.00 0.02
-0.01 0.00 0.02
0.02 -0.01 -0.09
-0.12 0.00 0.09
0.18 0.01 -0.05
-0.11 -0.01 0.04
0.05 0.01 -0.05
-0.01 0.00 0.02
0.00 -0.01 -0.01
0.03 0.01 -0.01
0.01 0.00 -0.01
0.03 0.01 0.00
-0.03 0.01 0.02
-0.01 -0.01 0.01
-0.03 0.00 0.02
0.01 -0.01 0.00
0.01 0.02 -0.02

As for the net charge: 0. As for the SMILES: CCP(C)[C@@H]1OS(=O)(=O)O[C@H]1C.COCCOC.COCCOC. The calculation puts the HOMO energy at -8.8 eV. Its LUMO energy is 0.528 eV.

These are the natural (NBO) partial charges, in e, on atoms 1 to 5: C -0.607; C -0.713; P 0.804; C -0.947; C -0.218

=====

The following is a DFT calculation (ωB97M-V with the def2-TZVPD basis set) of a structure of composition C14H34AsBIrN3OSi2.

CARTESIAN COORDINATES (ANGSTROEM)
Ir  1.383  0.918  0.062
B  5.916  -0.262  -0.035
C  4.456  0.289  0.041
N  3.374  0.698  0.097
H  6.646  0.673  -0.255
H  6.133  -0.772  1.041
H  5.903  -1.084  -0.926
N  2.340  4.836  0.741
C  2.615  4.837  -0.606
C  2.210  3.631  -1.069
N  1.678  2.908  -0.019
C  1.787  3.662  1.063
H  2.529  5.586  1.385
H  3.065  5.678  -1.101
H  2.262  3.226  -2.063
H  1.484  3.384  2.058
C  0.329  -2.927  -1.363
C  0.912  -2.317  -0.105
C  0.431  -3.053  1.122
C  2.422  -2.269  -0.168
O  0.457  -0.892  -0.012
H  0.589  -3.983  -1.419
H  0.720  -2.431  -2.250
H  -0.758  -2.845  -1.362
H  0.723  -4.100  1.057
H  -0.654  -3.010  1.178
H  0.859  -2.630  2.032
H  2.801  -3.288  -0.243
H  2.841  -1.811  0.726
H  2.769  -1.707  -1.035
C  -2.706  -1.902  2.374
Si  -2.300  -0.119  2.071
C  -3.839  0.854  1.669
C  -1.305  0.642  3.442
As  -0.970  0.319  0.074
Si  -2.221  0.049  -1.971
C  -3.309  -1.453  -1.817
C  -0.985  -0.055  -3.348
C  -3.215  1.624  -2.012
H  -3.407  -1.937  3.212
H  -1.834  -2.487  2.649
H  -3.186  -2.373  1.514
H  -4.469  0.895  2.561
H  -4.421  0.387  0.872
H  -3.622  1.882  1.373
H  -1.792  0.471  4.405
H  -1.208  1.719  3.299
H  -0.301  0.215  3.490
H  -2.741  -2.359  -1.613
H  -3.848  -1.605  -2.755
H  -4.051  -1.334  -1.025
H  -0.350  -0.933  -3.253
H  -0.341  0.825  -3.372
H  -1.509  -0.120  -4.304
H  -3.880  1.718  -1.152
H  -3.836  1.626  -2.911
H  -2.575  2.507  -2.045

Force components x, y, z for each atom (eV/Å):
-0.86 1.13 0.30
-0.03 -0.10 0.10
0.16 0.28 0.03
-0.14 -0.27 -0.16
-0.02 0.00 -0.05
-0.01 0.01 0.00
0.00 0.03 -0.03
0.01 0.03 0.01
-0.03 0.03 0.00
-0.07 -0.03 0.01
0.78 0.23 0.05
-0.13 0.02 -0.09
-0.01 0.00 0.00
0.00 0.00 0.00
0.03 -0.02 0.00
0.01 0.00 0.00
-0.07 0.22 -0.07
-0.11 -0.19 -0.10
-0.08 0.16 0.09
-0.04 0.12 0.01
0.43 -1.01 -0.13
0.02 -0.01 0.01
0.04 -0.04 0.00
-0.01 -0.05 0.01
0.03 0.00 0.02
-0.02 -0.09 -0.03
-0.01 0.01 -0.01
0.00 0.00 -0.01
0.00 -0.07 0.02
0.00 -0.06 -0.02
0.02 -0.06 -0.13
0.07 0.27 -0.02
0.03 0.06 -0.04
0.06 0.02 0.00
0.13 -0.75 0.03
-0.05 0.07 0.05
-0.01 0.02 0.06
0.08 0.04 0.04
0.01 0.03 0.02
-0.03 0.03 -0.02
-0.02 0.00 0.10
-0.01 -0.01 0.02
-0.02 0.01 -0.01
-0.01 -0.02 0.02
0.00 0.01 0.04
0.00 0.00 0.00
-0.01 0.00 0.00
-0.01 -0.03 0.02
-0.03 -0.03 -0.03
-0.01 0.01 0.00
-0.01 0.02 -0.01
-0.01 -0.02 -0.04
-0.03 0.02 -0.01
0.00 0.01 0.00
-0.02 -0.02 -0.02
0.00 0.03 0.00
0.01 0.00 -0.03

As for the net charge: +1. As for the spin multiplicity: 2. Its expectation value of S² is 0.7528. The calculation puts the HOMO energy (spin up / spin down) at -11.3 / -11.2 eV. The value obtained for the energy above the lowest of the compared OMol25 structures with the same formula, charge and spin is 0.0 kJ/mol. Its LUMO energy (spin up / spin down) is -3.559 / -4.339 eV.

These are the natural (NBO) partial charges, in e, on atoms 1 to 5: Ir 0.804; B -0.602; C 0.493; N -0.693; H 0.035

=====

The following is a DFT calculation (ωB97M-V with the def2-TZVPD basis set) of a cluster of 3 separate species, C14H35BrN3O5 in total.

CARTESIAN COORDINATES (ANGSTROEM)
O  -2.062  0.459  2.438
C  -0.903  -0.347  2.146
C  -0.575  -1.403  3.231
N  -0.169  -2.689  2.746
Br  -1.804  -3.435  1.889
H  -2.825  -0.130  2.334
H  -0.090  0.359  1.980
H  -1.070  -0.918  1.227
H  -1.457  -1.400  3.907
H  0.283  -1.066  3.831
C  2.347  5.854  -0.701
O  2.050  6.227  0.625
C  0.728  6.722  0.811
C  -0.056  5.811  1.729
N  -0.237  4.513  1.117
C  -1.017  3.556  1.895
C  -0.484  3.152  3.263
O  0.764  2.475  3.208
C  1.916  3.275  3.285
H  3.373  5.490  -0.707
H  1.682  5.066  -1.069
H  2.268  6.706  -1.388
H  0.219  6.779  -0.157
H  0.792  7.727  1.237
H  -1.042  6.262  1.895
H  0.446  5.789  2.709
H  0.670  4.114  0.906
H  -1.140  2.644  1.310
H  -2.022  3.971  2.040
H  -1.194  2.439  3.682
H  -0.383  4.008  3.945
H  1.763  4.134  3.952
H  2.238  3.674  2.316
H  2.718  2.657  3.689
C  -1.520  -1.422  -3.267
O  -0.388  -2.065  -2.744
C  -0.602  -2.617  -1.434
C  -0.259  -4.086  -1.439
N  -1.141  -4.805  -2.343
C  -0.918  -6.232  -2.426
C  0.454  -6.702  -2.902
O  0.757  -6.290  -4.229
C  1.513  -5.102  -4.327
H  -1.255  -1.045  -4.256
H  -2.379  -2.099  -3.357
H  -1.837  -0.577  -2.642
H  -1.647  -2.486  -1.145
H  0.019  -2.094  -0.703
H  -0.393  -4.450  -0.419
H  0.807  -4.186  -1.698
H  -1.087  -4.384  -3.264
H  -1.672  -6.662  -3.091
H  -1.082  -6.663  -1.431
H  0.467  -7.795  -2.902
H  1.243  -6.351  -2.227
H  2.293  -5.067  -3.557
H  0.913  -4.195  -4.211
H  1.987  -5.098  -5.308

Force components x, y, z for each atom (eV/Å):
-0.29 -0.15 -0.13
0.04 -0.22 -0.11
-0.11 0.16 -0.10
-0.14 -0.05 -0.13
0.07 -0.01 0.15
0.27 0.15 0.14
0.07 -0.01 0.09
0.00 0.17 -0.04
0.03 -0.08 0.10
0.00 0.02 -0.01
0.00 0.03 -0.13
-0.02 -0.02 0.11
-0.03 -0.07 -0.14
-0.05 0.13 0.07
0.10 -0.06 -0.03
-0.07 0.00 0.05
0.18 -0.01 0.04
-0.01 -0.07 -0.11
-0.02 0.17 0.07
-0.01 -0.01 -0.02
0.00 -0.02 0.07
0.04 0.02 0.04
-0.02 0.04 0.04
0.02 0.01 0.01
0.00 -0.03 -0.01
0.03 -0.05 -0.02
-0.02 -0.02 0.01
0.01 0.02 -0.02
0.01 -0.01 -0.01
0.00 0.01 0.05
-0.12 0.03 -0.03
0.02 -0.06 0.06
-0.03 -0.04 -0.03
0.01 0.00 -0.02
-0.11 0.15 0.02
0.06 -0.15 0.01
-0.11 0.04 0.00
0.08 0.09 0.06
0.01 0.09 -0.12
0.01 -0.10 0.09
0.04 0.15 -0.05
-0.04 -0.04 -0.02
0.06 0.07 0.11
-0.02 0.00 0.00
0.06 -0.06 -0.02
0.06 0.01 -0.01
0.01 -0.05 0.05
0.01 0.03 -0.04
-0.02 -0.07 -0.01
-0.01 -0.01 0.01
0.00 -0.05 0.00
0.00 0.02 0.00
-0.03 0.00 -0.02
0.02 -0.01 0.01
-0.02 -0.06 0.04
0.06 -0.06 -0.05
-0.07 -0.03 -0.03
-0.02 0.02 -0.01

As for the net charge: -1. The calculation puts the HOMO energy at -2.6 eV. Its LUMO energy is 2.584 eV.

These are the natural (NBO) partial charges, in e, on atoms 1 to 5: O -0.769; C -0.104; C -0.297; N -0.741; Br -0.186

=====

Number 1: DFT total energy -51553.5394 eV. Number 2: DFT total energy -101691.3517 eV. Number 3: DFT total energy -99832.3609 eV.